1.
Entry from the Open Molecules 2025 dataset: a molecular structure, C32H91N5O11 in a non-equilibrium geometry (ωB97M-V with the def2-TZVPD basis set).

```
! RIJCOSX wB97M-V def2-TZVPD def2/J DEFGRID3
* xyz 0 1
N 0.4251 0.4619 -2.8429
H -1.9881 3.6159 -5.3350
H -3.3972 0.5184 4.5143
H -0.6714 1.3991 -6.9412
C -2.2911 2.7855 -4.6972
H 2.7908 3.0694 0.8237
C -1.7888 -4.3103 1.0073
H -3.9938 -1.6199 1.8471
H 1.9238 -1.4796 -3.9924
H -1.5538 -1.7405 -3.0466
H 3.0334 0.6761 -2.3711
C -0.3311 2.7228 -1.7146
H -2.4325 -0.8634 -1.6879
H -1.8776 -1.5731 3.8417
H 2.5275 2.3675 -2.9287
O 2.6882 1.6348 4.6670
C -2.2060 0.7304 0.8925
H -1.1180 -0.4814 -5.0478
C -0.2358 2.9404 2.4097
H 1.1277 1.3101 6.1438
H 0.8831 1.4159 -4.4663
H -0.5865 0.0313 -1.1413
H -1.5252 1.5760 0.9894
H 0.1136 -2.9389 -4.7642
H 3.5205 1.3482 -3.8563
C -2.3201 -1.0200 -2.7608
C 0.1865 -2.2934 -5.6394
H 1.0413 -2.5752 -6.2541
C 1.0044 2.4083 3.1734
C 0.2882 -4.9189 -1.9555
C -1.6372 1.5489 -5.3088
C 0.1254 -1.8006 -0.4575
C 2.8654 -0.8379 1.7379
H 2.0819 -1.5305 2.0452
H -2.9058 0.9262 0.0800
C -1.9558 0.1471 -4.7459
O -2.6226 -2.0824 0.3649
N -1.6540 1.5504 -6.7630
C 2.6698 1.3154 -3.1756
H 1.8099 -2.9297 -1.2893
H 2.4179 1.9845 -1.0181
H 4.7944 0.2047 0.2288
H 0.2855 1.2703 -2.2537
H -5.1037 -0.3387 2.4868
N 0.1692 4.3119 2.1028
H -2.6437 0.6736 1.8891
H -0.1036 3.4964 -3.4175
C 2.9146 1.4204 -0.2287
C -0.2258 -0.3083 3.5348
H -1.3921 2.9721 -1.7247
H 2.2644 -0.3006 -5.3543
C 4.1877 0.5437 -0.6109
H 4.0299 1.6128 1.2047
H 2.1343 0.8893 0.3164
H -3.2815 -1.3649 -3.1414
H -1.5182 -2.7866 -0.4584
H 0.6098 4.6634 -1.3837
O -1.9930 1.6145 3.5109
H -0.4743 0.1736 -3.2009
C 1.8563 -4.9895 -1.6709
C 1.3813 0.6781 -3.8374
C 0.1920 -1.8449 3.6941
C -1.4914 2.9379 3.3087
C -2.1961 -2.9117 1.4409
O -1.9148 0.2833 -3.3266
C 2.8017 0.3086 4.0648
H -0.1500 1.7664 -1.2241
O 0.1999 2.6678 -3.0395
H -3.0894 -2.9150 2.0654
H -2.1909 -1.2253 0.3874
H 0.1841 -5.8733 -2.4716
C 2.1711 1.5924 6.0034
H 0.4347 0.1496 2.7985
H -0.4934 -2.3178 4.3975
H 3.8175 -0.0056 4.3050
H 1.6844 -1.2334 -1.9918
H -1.3968 3.4338 4.2748
H 1.4342 3.0693 3.9259
H -2.0980 0.6936 -7.0610
H -1.4589 -2.3601 2.0244
H 0.2033 -3.0106 -2.4080
H -1.2454 -2.0135 -1.8163
H 0.4757 0.2109 0.0814
H 1.1053 -2.0501 4.2526
H -0.6175 1.6507 -4.9374
O 0.2667 -0.9621 -5.2562
H -1.3277 -4.8897 1.8071
H 2.2859 -1.5659 -0.4159
C 2.7756 0.4900 2.5139
O -1.5017 -0.4807 0.6881
H -0.7405 -2.5624 -6.1459
C 1.5311 -1.8876 -1.1335
O 3.4720 2.4233 0.6235
H 0.1473 -2.1760 0.5656
H -0.5510 2.2891 1.5946
H -2.8685 1.9421 5.3907
H 1.0048 1.3773 3.5272
O -1.5486 -0.2339 3.1711
H -1.7858 2.9409 -3.7440
C -4.1185 -0.8001 2.5545
H 3.9402 2.1066 2.6932
H 1.8883 2.3898 2.5358
H 2.7455 -0.7324 0.6597
H 3.8200 -1.3165 1.9565
H -1.7697 0.7000 3.1490
H -0.1604 0.1861 4.5041
H -3.9516 2.0807 3.9791
C 1.5662 -0.6408 -4.5895
H 2.0730 -0.4258 4.4078
H -0.3759 -4.8780 -1.0921
H 3.7882 -0.2067 -1.2931
H 0.3283 3.6147 0.0955
H -3.4646 0.0478 2.3506
H -2.2530 3.4985 2.7668
O -2.6839 -2.0369 4.0793
H 2.0993 -4.2019 -0.9576
H -3.3689 2.6942 -4.5621
C -0.3869 -0.4086 -0.1641
H 1.9445 1.1367 2.2323
H -4.6881 -1.7164 4.3397
H 2.4649 -4.8913 -2.5698
H 4.9287 1.0145 -1.2569
C -3.7941 -1.2645 3.9098
H 2.1702 -5.9281 -1.2141
H -2.5180 -4.9338 0.4899
C -3.0906 1.5576 4.3953
H 0.4543 4.9400 2.8405
H 2.6240 0.8661 6.6783
H 0.2369 -2.3771 2.7439
H -0.9199 -4.2273 0.3545
H -2.9285 -0.2502 -5.0359
H -3.7045 -0.3621 4.5146
H -0.4632 4.8791 1.5566
N 3.9905 1.2571 2.1492
O 0.0983 -3.8511 -2.8597
N -0.7891 -2.5995 -1.1318
H 2.2044 2.5104 6.5901
C 0.6048 3.6600 -0.9579
H 1.6146 3.2768 -1.1046
*
```

Kohn-Sham gap: 7.35 eV
F_max: 13.01 eV Å⁻¹
Electronic energy: -2374.08116 Ha
Lowest unoccupied orbital energy: 0.0045 hartree
Energy relative to the best compared isomer or geometry (same formula, charge and spin): 631.29 kcal per mole

---

2.
Entry from the Open Molecules 2025 dataset: a molecular structure, C32H93GaN2O12PS2 in a non-equilibrium geometry (ωB97M-V with the def2-TZVPD basis set).

```
! RIJCOSX wB97M-V def2-TZVPD def2/J DEFGRID3
* xyz -1 1
S -0.2333 -1.1365 -0.2413
H -6.7344 -4.6024 5.0561
O -6.8897 6.4355 0.8582
O 8.5170 4.1550 -1.0519
H -4.7927 -5.1879 3.5658
H -3.7502 0.6663 -1.9461
O -6.4425 -5.7322 -0.9124
C -6.5023 6.7608 2.1865
O -2.7667 -4.6278 1.9047
H 0.6507 5.8464 -6.6624
H -3.3764 -1.8398 -3.5464
H 9.7584 3.3656 -3.3080
C -0.1018 2.0282 -7.3546
C -3.0980 -4.6186 -0.5304
H 6.0190 -1.6235 3.1680
C 4.9299 -0.3601 1.8004
H 0.1706 -0.1094 -7.2040
H 9.1917 3.8481 -0.4402
H 0.6516 1.9350 -1.1658
H -8.4856 6.9734 3.0175
H -1.5591 1.6416 -2.9776
H 1.2535 -3.1083 -1.9214
H 6.6678 0.0107 3.0188
H 2.9095 5.3940 -7.6968
H 5.3501 4.3316 -4.3199
H -6.1797 -4.6721 2.5838
H 1.6109 4.3459 -4.4791
H -7.2328 6.6371 4.2185
H 2.1533 -3.6900 -0.5311
H -4.1272 -5.7811 0.9640
H 8.3219 5.3081 -2.6816
Ga -4.8561 -1.8634 -1.4297
C 5.7449 -0.5705 3.0607
H 2.6114 -1.4807 0.0142
H 5.5691 -1.0191 11.6012
H -5.5945 6.1862 2.3688
C 0.0787 0.7616 -6.5489
H 3.3272 4.4034 -6.2977
H -7.6851 6.9295 0.6416
C 2.4974 4.7580 -6.9113
H 3.8541 -2.6088 5.1668
O 4.4223 3.0511 -2.9863
H 6.7869 -3.0848 10.8564
H 1.9537 6.3798 -5.5968
H -4.7637 -8.4173 -2.1032
H -6.3282 -7.8237 -2.6776
C 5.0910 3.2701 -4.2241
N -2.9487 -1.8627 1.4045
P -4.2288 -1.1325 0.7529
H 7.0399 2.6453 -3.5641
C 5.9754 -2.6579 10.2615
C -3.2599 -1.3639 -2.5620
H 6.0705 1.3539 -4.2777
H 3.0693 -0.4432 6.7767
H -6.1654 -1.0165 -1.8752
H -2.6491 -3.6311 -0.6682
H -6.8837 2.7522 1.3014
C -5.6677 -6.9159 -0.8293
H 5.8974 -1.6427 0.7020
H 1.1116 1.5745 -8.8105
C 2.2372 -3.0741 -1.4400
H -5.9911 3.1479 -1.6028
H -6.7868 -2.9955 4.3240
C 1.4885 5.4997 -6.0569
C -6.5195 3.4647 -0.6998
C -3.1287 0.1460 -2.7031
O -5.1880 -3.4245 5.5733
H -5.1193 -3.4153 -1.4294
H 5.0442 3.2588 -2.2811
H 6.4147 -2.0313 9.4841
H -1.0199 1.9730 -7.9501
C 10.1918 4.2442 -2.8287
H 1.9662 -1.3878 5.7732
H 5.1004 -3.0243 12.6984
O 5.6630 -0.7138 0.6262
H 9.5630 5.8738 -1.5614
C 5.0341 -1.8564 11.1392
O -6.8613 1.1636 0.0720
H -7.5768 3.5690 -0.9512
H -5.3628 -1.2716 1.5868
H 1.8536 -2.1708 8.1408
H 5.4406 -3.4808 9.7857
C 9.1334 4.9821 -2.0307
H -2.3740 -1.7806 -2.0449
H -4.7297 -6.6106 -0.3528
C -1.7237 0.6753 -2.4779
H -4.5203 -4.0571 0.9980
H 5.1762 -0.2843 3.9442
C 2.8751 -1.4398 6.3802
H 6.8217 2.5730 -5.3236
H 4.3705 3.0261 -5.0038
H -4.0474 0.2728 0.7311
C 1.5824 1.9393 -1.7495
H 0.9773 0.8166 -5.9338
H -6.1371 4.4374 -0.3921
O 3.9981 -1.7406 5.5544
H -4.8381 -3.5598 2.8839
H 2.8022 0.7152 -0.4129
H -7.2926 -5.9417 -1.3095
H -0.1884 2.8875 -6.6925
H -2.6299 -2.5179 0.7013
H 2.9784 -3.5614 -2.0882
H 2.0374 3.8904 -7.3797
H -1.5553 0.7742 -1.4002
C -5.4492 -4.3491 3.3280
H -5.2807 2.3571 0.6667
C -7.5688 6.4088 3.2059
H 4.2162 -1.4423 10.5499
H -4.8939 -6.8038 -2.8313
H 3.3837 0.8732 -2.0815
O 4.4112 -2.6496 12.1433
C -5.3940 -7.5304 -2.1905
H 10.6230 4.8860 -3.5984
H -6.2455 7.8240 2.2579
H 2.1454 2.8441 -1.4734
C 2.4764 0.7358 -1.4709
H -4.6298 -2.7477 5.1767
C 0.5184 -0.7053 -1.6221
H -6.1503 -7.6522 -0.1733
H -6.3883 0.8387 -0.7070
O 1.0098 2.3147 -8.2064
C 2.6642 -1.6406 -1.0774
H -0.7733 0.6014 -5.8890
O 0.9121 4.6698 -5.0572
H -3.8606 -4.7431 -1.3053
H 3.7250 -1.5147 -1.3501
C 2.6984 -2.4397 7.5057
H -3.5257 0.4906 -3.6749
H 1.3602 2.0206 -2.8242
S -0.3850 -0.4012 -3.0907
H -7.8094 5.3469 3.1484
H 11.0008 3.9061 -2.1764
N 1.9316 -0.5984 -1.8134
H -2.4534 -3.7147 1.8606
H 4.6564 0.6877 1.6821
C -6.3432 2.4397 0.4056
C 6.3309 2.4094 -4.3629
H -2.3104 -5.3608 -0.6817
C -3.7124 -4.7757 0.8535
H 2.5177 -3.4415 7.1094
H 4.0065 -0.9462 1.8472
H 3.5995 -2.4808 8.1204
C -6.1261 -3.8321 4.5795
*
```

Kohn-Sham gap: 6.56 eV
F_max: 1.09 eV Å⁻¹
Electronic energy: -5349.72590 Ha
Lowest unoccupied orbital energy: 0.0666 hartree

---

3.
Entry from the Open Molecules 2025 dataset: 7 unconnected molecules or ions with the total composition C32H93N17O8P5 in a non-equilibrium geometry (ωB97M-V with the def2-TZVPD basis set).

```
! RIJCOSX wB97M-V def2-TZVPD def2/J DEFGRID3
* xyz 0 2
N -2.7088 3.2151 2.1290
H 1.1217 3.3100 -0.1391
H 4.6703 -1.2632 2.0101
C 0.7660 -4.3727 -1.4287
C -2.8091 -3.4572 -0.8211
H -1.8322 -2.9753 -0.7810
O 0.0660 -4.1106 1.6332
H -4.0211 -0.2172 3.4041
H -4.9990 -1.4009 -1.6069
N 2.6855 3.3925 -6.6773
N 1.9155 -5.9802 1.3094
H 2.7221 1.9126 4.1527
H 3.0571 -0.6066 -4.1255
C -5.0280 -0.4781 3.0784
H -4.7265 -5.0522 3.8989
H -5.5898 0.4557 3.0550
H 3.3598 4.8196 -2.8324
H 3.7027 -5.6354 2.5208
O -1.0398 1.3720 3.2667
P 1.8347 3.0836 -5.2394
H 4.1379 4.7371 -4.4101
H -3.4921 2.0681 6.4925
H -2.9535 -3.7141 -1.8705
N 4.9505 0.5907 1.0496
H 3.3840 4.5266 -8.2566
C -3.5708 4.0560 4.9277
C 5.9415 1.1238 0.0585
H -0.3145 1.5124 -4.3601
C -3.8708 2.4126 1.8317
H -3.5414 1.4666 1.4017
H -4.3980 3.8880 5.6174
O 2.3978 1.8798 -4.5267
H -1.7918 2.6367 6.6467
H -0.2500 -8.5387 2.7959
C -0.4550 1.6677 -5.4298
H 0.6986 -6.9496 -2.0798
C -2.5191 2.1380 6.0061
O -0.4576 0.2115 -1.7012
H -1.5747 3.8501 -6.4026
H -1.2127 4.3468 1.2125
C -0.1562 -6.6089 -1.4955
H -5.5886 -5.5227 1.6623
C 2.7386 1.3989 -1.2064
H 1.1397 5.6963 -2.8416
H 4.0038 2.9935 4.5893
H 3.3405 6.1914 -3.7225
P -3.8036 -2.3474 1.3858
C 2.7074 4.6710 -7.4143
N -4.4048 -3.8702 2.1023
H 5.4642 1.2638 -0.9114
P 3.4689 1.2329 1.4678
H -4.6312 2.3308 2.6084
H 0.0341 5.2740 -4.1320
H 2.0172 -7.4600 -0.2050
H -6.8171 -0.3594 0.6677
H 3.1735 -6.1104 -0.3163
N 1.0401 -1.7119 -6.1431
C 3.7816 2.1105 3.9901
H 1.7072 4.9425 -7.7521
H -3.3935 -1.6575 -2.2376
H 6.7993 0.4580 -0.0357
H 4.6848 4.3002 2.9540
H 5.6674 -0.1165 2.8092
H 3.4351 1.8389 -1.9201
H 1.8084 -4.5265 -1.7076
H -1.0379 -8.8014 1.3539
C -2.0309 -6.4630 2.0543
C 3.2654 5.1151 -3.8773
H 1.4529 -0.1191 -3.4652
H 4.3575 1.2325 4.2826
H 2.8320 0.3229 -1.0594
C -3.9477 -1.4477 -1.3228
H 4.6073 3.7725 1.2387
H -0.8450 5.8930 4.4650
H -7.0033 -1.8745 1.7158
N -3.7500 -2.5364 -0.3344
O 0.0141 -1.1435 -0.1515
H -0.2845 -7.4189 -0.7775
C -0.5123 3.8347 -6.6457
H 3.4362 -7.3686 0.8474
H -2.7816 4.6599 0.4596
H -0.3264 3.5254 -7.6742
N -0.6636 4.0342 3.6162
H 5.8873 3.2511 2.3561
O -0.5147 0.7179 0.3441
C 2.6532 -6.7832 0.3655
H -6.4462 -4.2072 2.3230
H -1.5016 1.7810 -5.7126
C -1.0279 5.4234 3.4985
N 1.9928 4.6111 -4.4481
N -0.6366 -6.7663 1.6778
C -6.3763 -1.2792 1.0520
H 3.0045 5.5057 -6.7794
H 1.0684 3.2254 4.5764
H 3.3295 2.1030 -8.2662
C -4.3006 -4.1079 3.5598
H -6.3726 -2.0410 0.2723
H -3.2652 -4.3934 3.7460
H 1.7494 1.5708 -1.6306
N 2.8815 2.1137 0.0478
N 0.1593 2.9543 -5.6675
H 1.3604 4.7689 3.7299
H -2.8876 -4.3460 -0.1950
H 2.2673 -6.0610 3.3566
H 6.3698 2.0584 0.4208
H 2.0097 -1.6987 -3.0718
C 5.4504 -0.5255 1.8224
C 0.8872 4.9137 -3.5571
H -2.8167 4.7647 5.2700
N -0.3214 -0.0505 -0.5279
H -4.5957 -3.2073 4.0982
H 2.6183 3.9674 -0.7503
C -5.6307 -4.4339 1.6361
C -2.1611 3.8934 0.9239
H 2.2507 3.9413 1.0177
N 0.1498 -5.4567 -0.6475
H -4.0269 4.4555 4.0219
H 0.6420 4.0452 -2.9458
H 0.3487 -4.1292 -2.4058
H -1.0235 -6.3751 -2.1129
H 0.1295 0.9610 -6.0189
C 2.1869 3.3995 0.0741
H -2.0959 5.5426 3.3159
H -1.8767 3.1485 0.1807
C 1.4752 -1.3283 -5.1472
H 6.3891 -0.8832 1.3993
P 0.2794 -5.4577 1.0434
H -0.3585 5.9312 2.8041
C -0.2536 -8.1694 1.7704
H -4.4516 2.8791 1.0360
C 4.8233 3.4688 2.2629
H 0.6895 -8.3528 1.2555
H -2.3025 -5.4988 1.6245
H 0.7037 -3.3897 -0.9619
H -0.0874 4.8101 -6.4084
C 2.0557 -0.9402 -3.8533
N -2.8073 2.8200 4.7307
N 3.9217 2.3777 2.6168
H 3.2422 1.3677 -6.6892
H -5.5047 -1.0608 3.8667
H 2.3078 -4.4666 2.6321
C 0.7906 3.8397 3.7199
O -2.4469 -2.0004 1.9079
H -3.5888 -0.4806 -0.9705
H 1.0633 3.1804 2.8958
H -2.3192 1.1073 5.7131
H -1.9942 -6.2211 3.1165
N -5.0608 -1.2109 1.7358
O 2.4566 0.2618 1.9035
C 3.5336 2.2797 -7.2102
C 2.6214 -5.5010 2.4911
H 4.5790 2.4132 -6.9319
H -2.7589 -7.2441 1.8353
H -6.0510 -4.0736 0.6971
P -1.7196 2.7379 3.4336
*
```

Kohn-Sham gap (spin up / spin down): 8.43 / 4.88 eV
⟨S²⟩: 0.756
F_max: 3.85 eV Å⁻¹
Electronic energy: -4514.44735 Ha
Lowest unoccupied orbital energy (spin up / spin down): 0.0206 / -0.1099 hartree